This record from OMol25 describes the molecule C24H20N2O2S. The level of theory is ωB97M-V/def2-TZVPD.

```
! RIJCOSX wB97M-V def2-TZVPD def2/J DEFGRID3
* xyz 0 1
C -7.386 -0.297 0.174
O -6.223 0.004 -0.562
C -5.020 -0.439 -0.109
C -4.845 -1.194 1.069
C -3.600 -1.604 1.458
C -2.467 -1.280 0.689
N -1.253 -1.710 1.086
C -0.241 -1.369 0.339
S 1.344 -1.910 0.798
C 2.282 -1.183 -0.603
C 1.758 0.200 -1.022
O 1.788 0.506 -2.198
C 1.509 1.208 0.043
C 0.743 2.325 -0.293
C 0.464 3.297 0.646
C 0.962 3.177 1.934
C 1.752 2.090 2.266
C 2.027 1.109 1.331
C 3.764 -1.097 -0.333
C 4.345 -1.602 0.822
C 5.711 -1.505 1.020
C 6.514 -0.903 0.067
C 5.942 -0.405 -1.091
C 4.578 -0.503 -1.293
N -0.291 -0.632 -0.783
C -1.449 -0.215 -1.225
C -1.463 0.547 -2.504
C -2.638 -0.514 -0.499
C -3.923 -0.108 -0.879
H -7.552 -1.377 0.241
H -8.206 0.157 -0.380
H -7.349 0.132 1.180
H -5.698 -1.456 1.676
H -3.455 -2.183 2.355
H 2.116 -1.848 -1.458
H 0.376 2.411 -1.304
H -0.139 4.152 0.375
H 0.742 3.934 2.672
H 2.159 2.004 3.263
H 2.662 0.282 1.607
H 3.727 -2.082 1.567
H 6.148 -1.904 1.924
H 7.579 -0.826 0.225
H 6.561 0.061 -1.844
H 4.136 -0.114 -2.199
H -0.446 0.661 -2.868
H -2.051 0.008 -3.246
H -1.918 1.525 -2.357
H -4.078 0.469 -1.776
*
```

**E_HOMO**: -0.294 Eh
**Relative energy (zero: lowest compared OMol25 entry of this formula, charge and spin)**: 0.0 kcal per mole
**Kohn-Sham gap**: 7.77 eV
**Electronic energy**: -43123.1573 eV

This record from OMol25 describes a cluster of 2 separate species, C5H8IP in total. The level of theory is ωB97M-V/def2-TZVPD.

```
! RIJCOSX wB97M-V def2-TZVPD def2/J DEFGRID3
* xyz 0 1
C -1.820 -0.070 -1.444
C -0.474 -0.098 -0.616
C -0.702 -0.248 0.848
C 0.163 -0.952 1.466
P 1.382 -1.672 0.372
C 0.630 -0.993 -0.979
H -2.711 0.472 -1.133
H -2.016 -1.157 -1.341
H -1.695 0.048 -2.550
H -0.005 0.868 -0.429
H -1.472 0.320 1.291
H 0.263 -0.893 2.539
H 0.933 -1.146 -2.099
I 3.511 1.289 0.348
H 3.627 -0.371 0.743
*
```

**E_HOMO**: -0.320 Eh
**Relative energy (zero: lowest compared OMol25 entry of this formula, charge and spin)**: 41.7 kcal per mole
**Kohn-Sham gap**: 8.69 eV
**Electronic energy**: -22701.6897 eV

This record from OMol25 describes a cluster of 8 separate species, C7H28NO7 in total. The level of theory is ωB97M-V/def2-TZVPD.

```
! RIJCOSX wB97M-V def2-TZVPD def2/J DEFGRID3
* xyz 0 2
C -1.156 0.986 0.844
C 0.195 0.595 0.132
C -0.008 0.170 -1.286
C 0.594 0.689 -2.359
C 1.654 1.715 -2.231
C -0.523 -2.228 -1.123
C -0.902 -1.002 -1.453
N -1.715 -0.213 1.571
H -1.777 1.407 0.073
H -0.847 1.744 1.557
H 0.648 -0.175 0.762
H 0.794 1.481 0.358
H 0.338 0.362 -3.354
H 2.196 1.709 -1.280
H 2.359 1.810 -3.049
H 1.264 2.742 -2.060
H 0.452 -2.548 -0.762
H -1.214 -3.034 -0.904
H -1.848 -0.764 -1.934
H -1.093 -0.976 1.322
H -1.707 0.007 2.573
H -2.667 -0.530 1.407
H -1.245 -3.216 2.328
H -1.959 -3.806 0.983
O -1.745 -3.046 1.522
H 3.795 1.305 1.446
H 4.422 -0.043 1.553
O 3.569 0.395 1.700
H -2.185 2.676 -2.017
H -1.618 1.423 -2.719
O -2.226 1.718 -2.038
H 2.262 -1.846 -3.798
H 0.793 -1.950 -4.271
O 1.539 -1.350 -4.190
H -0.229 -0.977 4.678
H 0.331 -1.629 3.401
O -0.517 -1.424 3.872
H -2.566 4.121 -0.280
H -1.823 4.566 0.970
O -1.976 3.797 0.410
H 2.264 -2.242 2.907
H 2.357 -0.859 2.246
O 1.719 -1.558 2.492
*
```

**E_HOMO (alpha / beta)**: -0.075 / -0.318 Eh
**Kohn-Sham gap (alpha / beta)**: 2.37 / 8.98 eV
**Electronic energy**: -23530.6593 eV
**⟨S²⟩**: 0.75

This record from OMol25 describes the molecule C4H9NO. The level of theory is ωB97M-V/def2-TZVPD.

```
! RIJCOSX wB97M-V def2-TZVPD def2/J DEFGRID3
* xyz 0 1
C 1.238 0.529 -1.569
C 0.938 -0.346 -0.359
O 1.516 -1.354 0.033
N -0.335 0.155 0.215
C -0.014 0.357 1.594
C -1.710 -0.690 -0.075
H 2.376 0.573 -1.584
H 0.724 -0.005 -2.391
H 0.869 1.623 -1.378
H 0.913 -0.053 1.877
H -0.799 0.292 2.338
H 0.267 1.432 1.629
H -2.489 -0.074 0.178
H -1.644 -0.811 -1.049
H -1.851 -1.627 0.542
*
```

**E_HOMO**: -0.318 Eh
**Relative energy (zero: lowest compared OMol25 entry of this formula, charge and spin)**: 71.5 kcal per mole
**Kohn-Sham gap**: 9.60 eV
**Electronic energy**: -7829.2179 eV

This record from OMol25 describes the molecule C3H6N2OS. The level of theory is ωB97M-V/def2-TZVPD.

```
! RIJCOSX wB97M-V def2-TZVPD def2/J DEFGRID3
* xyz 0 1
N 1.372 -0.219 0.987
C 1.248 0.196 -0.373
C -0.225 0.226 -0.953
O -0.936 1.374 -0.491
N -1.816 1.051 0.539
C -1.998 -0.202 0.673
S -1.142 -1.291 -0.440
H 2.283 -0.723 1.131
H 0.680 -0.952 1.096
H 1.827 -0.396 -1.058
H 1.600 1.240 -0.469
H -0.212 0.262 -2.045
H -2.681 -0.566 1.403
*
```

**E_HOMO**: -0.328 Eh
**Relative energy (zero: lowest compared OMol25 entry of this formula, charge and spin)**: 74.1 kcal per mole
**Kohn-Sham gap**: 9.55 eV
**Electronic energy**: -19068.9521 eV

This record from OMol25 describes a cluster of 2 separate species, CH3F2N2P in total. The level of theory is ωB97M-V/def2-TZVPD.

```
! RIJCOSX wB97M-V def2-TZVPD def2/J DEFGRID3
* xyz 0 1
C -1.403 0.261 -0.152
N -1.555 1.471 0.114
N 3.283 -0.302 -0.349
F 0.557 0.222 1.601
F 0.253 -1.725 0.070
P 0.449 -0.088 0.047
H -1.997 -0.467 -0.653
H -2.455 1.843 -0.168
H 2.869 -1.215 -0.510
*
```

**E_HOMO (alpha / beta)**: -0.362 / -0.353 Eh
**Relative energy (zero: lowest compared OMol25 entry of this formula, charge and spin)**: 109.0 kcal per mole
**Kohn-Sham gap (alpha / beta)**: 8.49 / 8.49 eV
**Electronic energy**: -18785.7509 eV

This record from OMol25 describes the molecule C16H19N3O3. The level of theory is ωB97M-V/def2-TZVPD.

```
! RIJCOSX wB97M-V def2-TZVPD def2/J DEFGRID3
* xyz 0 1
O 1.133 2.369 1.442
C 1.739 1.340 1.711
O 3.098 1.400 1.889
C 1.110 -0.036 1.657
C 1.638 -0.799 0.387
C 1.350 -0.079 -0.917
C 0.115 -0.196 -1.557
N 0.147 0.525 -2.702
C 1.425 1.051 -2.948
C 2.010 1.805 -3.944
C 3.365 2.178 -3.839
C 4.095 1.844 -2.705
C 3.541 1.106 -1.641
C 2.179 0.696 -1.803
N -0.340 0.096 1.643
C -1.111 -0.841 2.265
O -0.616 -1.881 2.649
C -2.626 -0.586 2.346
C -3.385 -1.922 2.440
C -4.268 -1.945 1.188
C -3.479 -1.126 0.231
N -2.943 0.038 1.001
H 3.490 0.707 2.418
H 1.454 -0.553 2.551
H 2.704 -1.019 0.462
H 1.055 -1.764 0.321
H -0.779 -0.657 -1.161
H -0.428 0.419 -3.500
H 1.510 2.156 -4.822
H 3.848 2.731 -4.655
H 5.175 2.030 -2.621
H 4.161 0.827 -0.794
H -0.726 0.999 1.543
H -2.898 0.119 3.130
H -4.002 -2.022 3.370
H -2.734 -2.763 2.360
H -4.372 -3.027 0.889
H -5.289 -1.566 1.408
H -4.019 -0.717 -0.645
H -2.591 -1.622 -0.125
H -3.736 0.684 1.077
*
```

**E_HOMO**: -0.280 Eh
**Relative energy (zero: lowest compared OMol25 entry of this formula, charge and spin)**: 44.8 kcal per mole
**Kohn-Sham gap**: 8.20 eV
**Electronic energy**: -27513.5395 eV

This record from OMol25 describes a cluster of 4 separate species, C19H39IN4O5P in total. The level of theory is ωB97M-V/def2-TZVPD.

```
! RIJCOSX wB97M-V def2-TZVPD def2/J DEFGRID3
* xyz 1 1
C 0.272 0.973 1.430
O -0.285 -0.079 2.225
C -1.026 -1.027 1.566
N -2.390 -1.029 2.169
C -3.152 0.259 2.085
C -4.426 -0.218 1.418
C -5.614 0.735 1.512
C -6.271 0.736 2.878
O -6.015 -0.025 3.762
I -7.730 2.262 3.122
P -4.197 -0.545 -0.394
N -4.110 0.781 -1.190
N -4.587 -1.591 1.998
C -3.258 -2.003 2.045
N -2.909 -3.313 2.020
H -0.500 1.633 1.024
H 0.895 1.561 2.097
H 0.918 0.598 0.633
H -0.597 -2.021 1.689
H -1.160 -0.807 0.499
H -3.344 0.591 3.107
H -2.618 1.009 1.509
H -5.265 1.749 1.309
H -6.378 0.537 0.756
H -5.328 -1.349 -0.623
H -3.104 -1.437 -0.497
H -3.305 0.895 -1.792
H -4.919 -1.559 2.970
H -3.180 -3.901 1.251
H -2.394 -3.726 2.780
C 4.568 -1.020 -2.140
C 5.175 -1.171 -0.745
C 4.471 -0.056 0.018
O 3.178 0.090 -0.580
C 3.133 -0.636 -1.811
H 4.635 -1.922 -2.747
H 5.059 -0.209 -2.680
H 4.912 -2.143 -0.323
H 6.259 -1.073 -0.725
H 5.010 0.892 -0.081
H 4.349 -0.276 1.079
H 2.498 -1.517 -1.654
H 2.670 -0.006 -2.572
C -0.330 -3.166 -4.925
C 0.355 -3.322 -3.569
C -0.300 -2.203 -2.769
O -1.624 -2.056 -3.286
C -1.746 -2.795 -4.511
H -0.296 -4.066 -5.535
H 0.128 -2.352 -5.490
H 0.111 -4.294 -3.136
H 1.439 -3.229 -3.606
H 0.242 -1.260 -2.893
H -0.359 -2.430 -1.700
H -2.354 -3.687 -4.330
H -2.259 -2.170 -5.241
C 3.948 4.677 2.701
C 4.632 4.323 1.381
C 3.555 3.498 0.690
O 2.300 4.015 1.143
C 2.508 4.893 2.253
H 4.369 5.552 3.193
H 4.008 3.834 3.394
H 4.841 5.229 0.810
H 5.566 3.776 1.504
H 3.611 2.441 0.970
H 3.594 3.566 -0.398
H 2.345 5.925 1.925
H 1.777 4.659 3.028
*
```

**E_HOMO**: -0.414 Eh
**Kohn-Sham gap**: 7.71 eV
**Electronic energy**: -53913.7126 eV

This record from OMol25 describes a structure of composition C10H29AgN4O4. The level of theory is ωB97M-V/def2-TZVPD.

```
! RIJCOSX wB97M-V def2-TZVPD def2/J DEFGRID3
* xyz 1 2
Ag 0.824 -0.746 -0.934
C -0.372 -2.777 1.239
O 0.992 -2.865 0.817
H -0.412 -2.293 2.215
H -1.093 -2.172 0.688
H -0.950 -3.700 1.259
C 2.684 1.694 1.361
C 1.265 1.309 1.849
C 0.795 2.454 2.801
O 1.571 2.892 3.880
C 0.934 3.754 4.750
N 0.468 1.255 0.616
H 2.653 2.518 0.649
H 3.232 0.813 1.028
H 3.343 2.039 2.157
H 1.279 0.425 2.486
H -0.055 2.001 3.311
H 0.315 3.218 2.191
H 1.680 4.061 5.483
H 0.027 3.434 5.262
H 0.702 4.711 4.283
H 0.769 2.124 0.198
H -0.478 1.445 0.915
C -2.376 0.878 -2.333
C -2.327 -0.706 -2.190
C -3.511 -1.523 -2.691
O -4.554 -1.237 -1.797
C -5.728 -1.840 -2.095
N -1.018 -0.981 -2.766
H -1.664 1.433 -1.722
H -3.372 1.317 -2.386
H -1.981 1.244 -3.281
H -2.231 -0.925 -1.127
H -3.371 -2.602 -2.752
H -3.749 -1.307 -3.732
H -5.784 -2.826 -1.633
H -5.781 -2.020 -3.169
H -6.588 -1.218 -1.847
H -1.013 -1.932 -3.107
H -0.935 -0.312 -3.519
C 4.065 -1.335 -1.121
O 3.070 -1.036 -1.760
N 5.291 -0.931 -1.358
N 4.002 -1.875 0.037
H 6.021 -1.015 -0.665
H 5.482 -0.468 -2.235
H 4.813 -2.140 0.576
H 3.069 -2.238 0.170
*
```

**E_HOMO (alpha / beta)**: -0.453 / -0.453 Eh
**Kohn-Sham gap (alpha / beta)**: 9.75 / 7.03 eV
**Electronic energy**: -28980.2247 eV
**⟨S²⟩**: 0.75

This record from OMol25 describes a cluster of 5 separate species, C33H41FN5O4PS in total. The level of theory is ωB97M-V/def2-TZVPD.

```
! RIJCOSX wB97M-V def2-TZVPD def2/J DEFGRID3
* xyz 0 1
C -1.529 2.392 0.161
C -2.902 1.767 0.215
C -3.852 2.340 1.066
C -5.129 1.798 1.236
C -5.468 0.644 0.544
C -4.531 0.075 -0.314
C -3.247 0.613 -0.504
C -2.318 -0.142 -1.436
C -1.590 0.661 -2.518
O -0.236 0.225 -2.691
C 0.732 1.192 -2.401
C 1.945 0.606 -1.681
N 2.913 0.016 -2.611
O 2.280 -0.828 -3.548
P 1.410 -0.426 -0.174
C 0.910 -2.060 -0.884
C 3.018 -0.848 0.600
S 2.869 1.991 -0.955
O 4.250 1.654 -0.927
O 2.237 2.398 0.252
F 2.664 3.123 -1.999
H -0.738 1.650 0.210
H -1.417 3.002 -0.733
H -1.429 3.078 0.995
H -3.603 3.228 1.629
H -5.843 2.248 1.907
H -6.428 0.165 0.640
H -4.799 -0.820 -0.859
H -2.939 -0.869 -1.951
H -1.619 -0.716 -0.835
H -1.651 1.732 -2.364
H -2.082 0.459 -3.466
H 1.108 1.646 -3.322
H 0.334 1.997 -1.786
H 3.592 -0.529 -2.094
H 2.130 -1.696 -3.153
H -0.007 -2.335 -0.373
H 0.671 -2.027 -1.940
H 1.635 -2.840 -0.667
H 3.773 -1.164 -0.120
H 3.379 -0.020 1.194
H 2.833 -1.698 1.251
C 3.754 2.431 4.430
C 2.642 2.313 3.612
C 1.501 1.719 4.133
N 1.414 1.250 5.377
C 2.493 1.371 6.148
C 3.681 1.949 5.728
H 4.664 2.884 4.060
H 2.655 2.666 2.591
H 0.611 1.606 3.522
H 2.397 0.971 7.152
H 4.527 2.012 6.399
C 1.784 -3.862 7.088
C 1.636 -2.698 6.351
C 2.747 -2.188 5.697
N 3.953 -2.751 5.738
C 4.079 -3.868 6.452
C 3.032 -4.462 7.141
H 0.942 -4.293 7.613
H 0.682 -2.192 6.282
H 2.670 -1.279 5.110
H 5.071 -4.305 6.470
H 3.193 -5.371 7.704
C -10.621 -0.140 -2.858
C -9.572 0.751 -3.016
C -8.535 0.717 -2.096
N -8.491 -0.124 -1.066
C -9.507 -0.973 -0.927
C -10.591 -1.023 -1.790
H -11.450 -0.145 -3.554
H -9.556 1.458 -3.834
H -7.693 1.395 -2.184
H -9.446 -1.645 -0.078
H -11.388 -1.735 -1.629
C 6.976 -0.523 -5.557
C 6.928 -0.512 -6.941
C 5.697 -0.334 -7.554
N 4.555 -0.176 -6.889
C 4.615 -0.191 -5.556
C 5.798 -0.358 -4.849
H 7.918 -0.656 -5.039
H 7.824 -0.636 -7.535
H 5.618 -0.316 -8.636
H 3.675 -0.063 -5.039
H 5.792 -0.354 -3.767
*
```

**E_HOMO**: -0.319 Eh
**Kohn-Sham gap**: 9.18 eV
**Electronic energy**: -73364.6816 eV

This record from OMol25 describes a structure of composition C15H12Cl3CrF3N3O. The level of theory is ωB97M-V/def2-TZVPD.

```
! RIJCOSX wB97M-V def2-TZVPD def2/J DEFGRID3
* xyz 1 5
Cr -0.084 0.233 0.925
Cl 0.779 -6.113 -2.155
C 0.466 -4.779 -1.102
C 0.645 -3.488 -1.564
C 0.376 -2.465 -0.680
Cl 0.586 -0.788 -1.202
C -0.056 -2.618 0.631
O -0.304 -1.596 1.419
C -0.216 -3.950 1.044
Cl -0.754 -4.244 2.659
C 0.038 -5.012 0.198
H 0.979 -3.295 -2.573
H -0.100 -6.024 0.551
C 0.271 0.000 6.193
N -0.660 -0.336 5.112
C -1.570 -1.476 5.294
C -0.552 0.210 3.946
N -0.459 0.689 2.891
H -0.298 0.203 7.099
H 0.842 0.884 5.925
H 0.950 -0.834 6.369
H -2.209 -1.287 6.154
H -0.987 -2.383 5.456
H -2.179 -1.600 4.403
F 1.332 6.369 -2.097
C 0.426 6.297 -1.114
F 0.785 7.145 -0.150
F -0.749 6.699 -1.611
C 0.321 4.875 -0.605
C -0.074 3.879 -1.484
C -0.164 2.587 -1.012
N 0.110 2.255 0.260
C 0.483 3.228 1.100
C 0.606 4.549 0.708
H -0.312 4.099 -2.515
H -0.480 1.788 -1.669
H 0.681 2.933 2.122
H 0.911 5.301 1.420
*
```

**E_HOMO (alpha / beta)**: -0.398 / -0.404 Eh
**Relative energy (zero: lowest compared OMol25 entry of this formula, charge and spin)**: 0.0 kcal per mole
**Kohn-Sham gap (alpha / beta)**: 7.47 / 7.45 eV
**Electronic energy**: -96404.5534 eV
**⟨S²⟩**: 6.01

This record from OMol25 describes a structure of composition C6H12O. The level of theory is ωB97M-V/def2-TZVPD.

```
! RIJCOSX wB97M-V def2-TZVPD def2/J DEFGRID3
* xyz 0 1
C 2.651 0.695 0.186
O 1.607 0.578 1.141
C 0.964 -0.607 1.090
C -0.742 -0.213 -0.126
C -0.817 1.277 -0.280
C -1.357 -1.153 -1.127
C -1.901 -1.056 0.273
H 2.234 0.821 -0.822
H 3.284 -0.198 0.201
H 3.232 1.582 0.449
H 0.423 -0.849 0.035
H 0.265 -0.647 1.930
H -0.050 1.649 -0.969
H -0.677 1.785 0.680
H -1.795 1.566 -0.686
H -0.816 -2.057 -1.401
H -1.930 -0.713 -1.941
H -1.714 -1.895 0.942
H -2.860 -0.566 0.426
*
```

**E_HOMO**: -0.283 Eh
**Relative energy (zero: lowest compared OMol25 entry of this formula, charge and spin)**: 121.1 kcal per mole
**Kohn-Sham gap**: 8.68 eV
**Electronic energy**: -8459.1007 eV